Here is a 2-piece molecular cluster, C5H6N overall from the OMol25 dataset. Energies are from ωB97M-V/def2-TZVPD.

Last column: Löwdin charge in e.
Atoms and positions in Å:
H1 3.5091 0.8912 0.0751  0.1332
C1 -0.9640 -0.3662 0.7045  -0.1408
C2 0.3278 -0.6672 0.1090  -0.1710
H2 -0.4331 1.7698 -0.0080  0.1185
H3 -1.4719 -0.7406 1.5661  0.1482
H4 -1.4073 -0.6728 -1.6826  0.1727
C3 -1.1795 0.9642 -0.0064  -0.0548
C4 -0.9791 -0.2744 -0.7201  -0.1147
H5 -2.1871 1.2399 0.1280  0.1072
N1 1.5889 -0.1103 -0.0467  0.1604
H6 0.5690 -2.3712 -0.0572  0.3044
C5 2.6271 0.3378 -0.0617  0.3367

Forces on the atoms, in the same order (eV/Å):
1.09 0.27 -0.21
0.79 1.58 1.60
-0.78 -6.19 -3.10
-0.36 -0.35 0.17
-0.21 -0.48 0.09
0.53 -0.03 1.60
0.60 0.77 0.82
1.49 -1.22 -2.35
-1.07 0.78 -0.21
-1.27 0.21 0.99
-0.42 4.50 0.46
-0.40 0.15 0.13

Results
Gap between HOMO and LUMO, eV: 9.95
Charge: +1
E_HOMO, eV: -15.164
Relative energy (zero: lowest compared OMol25 entry of this formula, charge and spin), kcal/mol: 160.91